[1]
C47H50GeInN3O4Sb2 as an isolated structure. Source: the OMol25 dataset; level of theory: ωB97M-V/def2-TZVPD.

```
108
Properties=species:S:1:pos:R:3:mulliken_charge:R:1
In 0.14 0.49 0.39 1.2494
O 0.66 -1.28 -0.65 -1.1170
C 0.13 -1.76 -1.76 0.0210
C 0.39 -1.29 -2.98 -1.8400
C -0.11 -1.89 -4.26 0.8682
C 0.13 -4.39 -3.50 0.0727
C -0.60 -4.12 -2.24 -0.7678
C -0.65 -3.00 -1.52 1.4316
C -1.41 -2.95 -0.24 -0.9410
N -1.23 -3.76 0.70 -0.5308
C -1.91 -3.44 1.95 -0.7554
C -1.25 -2.25 2.65 -1.0515
N -1.58 -1.02 1.95 0.6545
C -2.55 -0.35 2.43 -0.7904
C -3.21 0.81 1.84 0.7873
C -4.30 1.33 2.54 -0.3598
C -5.06 2.37 2.04 -0.9913
C -4.71 2.91 0.79 -0.3487
C -3.64 2.41 0.08 -0.9024
C -2.84 1.34 0.57 -0.0689
O -1.88 0.89 -0.15 0.6940
H 0.99 -0.38 -3.04 0.2249
H 0.29 -1.27 -5.07 0.5567
H -0.14 -5.35 -3.93 0.3583
H -1.18 -4.96 -1.88 0.2650
H -2.09 -2.09 -0.14 0.4812
H -1.86 -4.31 2.61 0.4764
H -2.97 -3.20 1.78 0.2801
H -0.17 -2.39 2.63 0.2677
H -1.59 -2.22 3.69 0.5261
H -3.00 -0.68 3.38 0.0765
H -4.55 0.91 3.51 0.3211
H -5.91 2.76 2.59 0.3803
H -5.28 3.73 0.38 0.3779
H -3.35 2.82 -0.88 0.4948
C 4.27 -5.28 -0.97 -1.3616
Sb 2.59 -3.91 -0.66 0.7806
C 3.92 -2.30 -0.21 -1.0956
C 2.57 -3.41 -2.79 -2.0481
C 1.60 -4.06 -3.78 1.5987
C 2.27 -5.08 -4.60 -1.0287
C 1.86 -5.49 -5.81 -0.8143
C 0.81 -4.78 -6.51 -0.7126
C 0.23 -3.71 -5.95 -1.1335
C 0.39 -3.32 -4.54 1.3047
C -1.65 -1.86 -4.39 -1.7840
Sb -2.60 -0.13 -3.48 0.7673
C -4.46 -1.24 -3.32 -1.4368
C -3.17 0.71 -5.40 -1.4697
H 5.01 -4.83 -1.63 0.3655
H 3.93 -6.23 -1.40 0.3502
H 4.74 -5.50 -0.01 0.3420
H 4.58 -2.13 -1.06 0.3904
H 4.51 -2.56 0.66 0.3965
H 3.34 -1.40 0.00 0.0759
H 3.57 -3.68 -3.11 0.9934
H 2.51 -2.32 -2.81 0.3731
H 3.18 -5.50 -4.18 0.3648
H 2.39 -6.28 -6.32 0.3816
H 0.61 -5.03 -7.55 0.3785
H -0.40 -3.06 -6.55 0.2794
H -2.08 -2.72 -3.88 0.4411
H -1.96 -1.90 -5.43 0.5305
H -4.74 -1.67 -4.28 0.3941
H -5.26 -0.59 -2.96 0.3975
H -4.32 -2.04 -2.59 0.3441
H -3.53 -0.06 -6.07 0.3916
H -2.29 1.20 -5.84 0.3796
H -3.94 1.47 -5.26 0.3594
O -0.15 3.12 -2.73 -0.6399
N -0.03 2.71 -1.60 0.2920
O 0.45 1.51 -1.51 -0.2446
C 1.42 0.70 2.08 -1.5125
Ge 1.14 2.40 2.86 1.6781
C 1.43 3.84 1.55 0.2373
C 0.90 5.13 1.65 -0.1419
C 1.19 6.11 0.71 -0.6415
C 2.04 5.82 -0.34 -0.4149
C 2.59 4.55 -0.46 -0.5693
C 2.28 3.57 0.47 -0.4434
C -0.41 2.92 3.97 -0.0297
C -0.45 2.59 5.33 -0.5501
C -1.57 2.84 6.11 -0.6502
C -2.68 3.45 5.55 -0.5568
C -2.67 3.79 4.20 -0.8321
C -1.56 3.51 3.42 0.1287
C 2.66 2.76 4.13 -0.3936
C 2.76 3.93 4.88 0.0485
C 3.86 4.18 5.69 -0.7282
C 4.89 3.24 5.77 -0.3291
C 4.81 2.07 5.03 -0.5709
C 3.70 1.84 4.21 -0.5027
H 0.97 -0.06 2.74 0.1703
H 0.24 5.37 2.48 0.2975
H 0.75 7.09 0.80 0.3611
H 2.27 6.58 -1.08 0.3401
H 3.25 4.32 -1.29 0.3590
H 2.69 2.57 0.36 0.3622
H 0.43 2.13 5.79 0.3365
H -1.58 2.56 7.16 0.3776
H -3.56 3.65 6.15 0.3480
H -3.54 4.25 3.75 0.3865
H -1.58 3.75 2.36 0.3991
H 1.97 4.67 4.83 0.3182
H 3.92 5.10 6.26 0.3628
H 5.75 3.43 6.41 0.3406
H 5.61 1.34 5.08 0.3750
H 3.64 0.93 3.61 0.3364
```

Computed properties:
Total charge = -2
HOMO level = -1.6 eV
2S+1 = 1
ΔE to the lowest compared entry with this formula, charge and spin = 1.637 eV
Kohn-Sham gap = 0.2102 Eh


[2]
One molecule with the formula C9H7N3O in a non-equilibrium geometry. Source: the OMol25 dataset; level of theory: ωB97M-V/def2-TZVPD.

```
20
Properties=species:S:1:pos:R:3:mulliken_charge:R:1
C 1.75 -0.39 0.05 0.6349
C 1.62 1.16 -0.07 -0.3764
C 0.40 1.66 0.02 -0.7176
C -0.71 0.75 -0.10 0.8793
C -2.01 1.19 -0.08 -0.6729
C -2.98 0.29 0.09 -0.5236
C -2.78 -1.14 -0.08 -0.3821
C -1.52 -1.60 -0.17 -0.3683
C -0.46 -0.73 -0.07 0.0477
H 2.86 -2.07 0.16 0.3389
H 2.33 1.96 0.09 0.3643
H 0.23 2.79 0.12 0.2696
H -2.24 2.24 -0.12 0.4039
H -3.98 0.65 0.29 0.3518
H -3.72 -1.72 0.08 0.2921
H -1.38 -2.67 -0.20 0.3997
N 4.25 -0.64 -0.10 -0.2784
N 2.98 -1.05 0.16 0.1319
N 0.84 -1.21 0.03 -0.4413
O 4.52 0.52 -0.12 -0.3535
```

Computed properties:
SMILES = O=NNc1ccc2ccccc2n1
HOMO level = -8.7 eV
2S+1 = 1
ΔE to the lowest compared entry with this formula, charge and spin = 1.916 eV
Kohn-Sham gap = 0.3290 Eh


[3]
A 2-piece molecular cluster, C29H57BN6O7P overall in a non-equilibrium geometry. Source: the OMol25 dataset; level of theory: ωB97M-V/def2-TZVPD.

```
101
Properties=species:S:1:pos:R:3:mulliken_charge:R:1
C -0.57 -0.96 5.02 -1.4421
C -0.70 0.31 4.18 0.0976
C -1.77 0.16 3.10 -1.2670
C -1.25 -0.39 1.76 0.3156
O -1.82 0.39 0.71 -0.4003
C -1.56 -0.04 -0.58 -0.0581
C -2.15 -1.44 -0.84 -1.3794
C -3.51 -1.68 -0.15 -1.4401
C -4.60 -2.20 -1.12 0.8422
C -4.58 -3.73 -1.27 -1.3588
C -5.96 -1.73 -0.59 -1.7463
C -2.24 0.94 -1.56 1.3761
C -2.18 2.43 -1.16 -0.7294
C -3.49 3.18 -1.44 -1.3336
C -3.49 4.00 -2.73 -0.6974
N -2.48 5.06 -2.75 -0.5850
C -1.76 0.71 -3.00 -1.9125
N -0.36 0.22 -3.14 -0.1306
C 0.14 -0.53 -2.12 -0.8415
N 0.86 -1.61 -2.35 0.1535
B 1.52 -2.47 -1.28 0.2515
N 1.04 -3.75 -0.96 -0.4644
O 2.65 -2.01 -0.69 -0.5614
N -0.07 -0.14 -0.80 1.7436
C 0.65 1.15 -0.55 0.8586
C 1.91 0.98 0.33 -1.9033
C 1.86 1.82 1.61 -0.5643
P 2.61 3.43 1.26 0.8627
O 3.89 3.20 0.58 -0.8570
O 2.82 4.28 2.60 -0.3991
C 2.32 3.84 3.88 -0.3325
C 0.83 3.98 4.09 -0.5929
O 1.63 4.22 0.27 -0.3915
C 0.30 4.58 0.68 1.3410
C 0.24 5.99 1.24 -1.6878
H -1.54 -1.17 5.48 0.3612
H 0.18 -0.85 5.79 0.4199
H -0.31 -1.80 4.38 0.2948
H -1.02 1.12 4.84 0.3621
H 0.27 0.60 3.76 -0.0786
H -2.25 1.12 2.88 0.3919
H -2.56 -0.49 3.46 0.4858
H -1.54 -1.43 1.68 0.3580
H -0.16 -0.32 1.75 -0.0746
H -1.44 -2.20 -0.51 0.1850
H -2.30 -1.59 -1.91 0.7458
H -3.38 -2.44 0.62 0.7787
H -3.89 -0.78 0.32 0.4061
H -4.45 -1.69 -2.07 0.1950
H -4.07 -4.18 -0.42 0.2969
H -4.10 -4.03 -2.19 0.2979
H -5.60 -4.11 -1.27 0.4158
H -6.09 -2.03 0.45 0.3566
H -6.01 -0.64 -0.60 0.3535
H -6.78 -2.12 -1.19 0.4838
H -3.29 0.66 -1.55 0.8007
H -1.40 2.90 -1.76 0.6042
H -1.89 2.56 -0.13 0.1211
H -4.33 2.49 -1.48 0.3704
H -3.67 3.88 -0.62 0.4302
H -4.48 4.46 -2.82 0.4259
H -3.37 3.32 -3.58 0.2915
H -1.92 5.07 -1.91 0.2172
H -1.88 5.00 -3.55 0.2762
H -1.81 1.66 -3.52 0.4940
H -2.44 0.05 -3.54 0.3258
H -0.31 -0.34 -3.99 0.4095
H 1.00 -1.88 -3.31 0.3002
H 1.36 -4.04 -0.04 0.2261
H 0.04 -3.89 -1.02 0.2279
H 2.86 -1.11 -0.96 0.2521
H -0.01 1.85 -0.05 -0.7013
H 0.94 1.62 -1.49 0.5988
H 1.96 -0.06 0.64 0.8225
H 2.78 1.28 -0.25 0.4354
H 2.47 1.36 2.39 0.7827
H 0.83 1.87 1.97 -0.4801
H 2.81 4.48 4.60 0.4025
H 2.67 2.83 4.10 0.3049
H 0.65 3.83 5.15 0.4272
H 0.50 4.99 3.85 0.2223
H 0.24 3.24 3.57 -0.0693
H -0.12 3.84 1.37 -0.3504
H -0.31 4.54 -0.22 -0.0826
H 0.10 6.73 0.46 0.3931
H -0.57 6.07 1.96 0.3914
H 1.15 6.22 1.79 0.3915
C 4.53 -4.63 -1.40 -0.2258
C 4.52 -5.73 -2.25 -0.5383
C 5.69 -6.45 -2.46 -0.3677
C 6.84 -6.06 -1.81 -0.0541
C 6.87 -4.97 -0.97 -0.4251
C 5.70 -4.25 -0.76 -0.4966
N 8.08 -6.83 -2.02 1.0142
O 8.02 -7.77 -2.78 -0.5997
O 9.07 -6.48 -1.42 -0.5971
H 3.62 -4.07 -1.23 0.5018
H 3.61 -6.03 -2.74 0.3983
H 5.69 -7.31 -3.12 0.4663
H 7.79 -4.68 -0.47 0.4613
H 5.71 -3.39 -0.10 0.3989
```

Computed properties:
Total charge = +1
HOMO level = -11.7 eV
2S+1 = 1
ΔE to the lowest compared entry with this formula, charge and spin = 0.590 eV
Kohn-Sham gap = 0.3129 Eh